<A>
9
Properties=species:S:1:pos:R:3:nbo_charge:R:1 method="wB97M-V/def2-TZVPD" e_homo_ev=-2.9 charge=-1
C -1.45307 1.04152 0.03120 0.334
C -0.45474 0.00345 -0.03225 -0.749
N 2.01783 1.39181 -0.03302 -0.585
N -2.21198 1.89771 -0.00424 -0.413
N 2.97754 0.75631 0.07131 0.177
N 3.96501 0.15981 -0.03273 -0.538
H -0.52072 -0.46616 -0.99818 0.232
H 0.41493 0.48881 0.24940 0.318
H -0.56360 -0.77326 0.58864 0.224

<B>
9
Properties=species:S:1:pos:R:3:nbo_charge:R:1 method="wB97M-V/def2-TZVPD" e_homo_ev=-3.3 charge=-1
C 0.14128 -0.01958 -0.00495 0.191
C -0.81735 0.25262 1.11360 -0.667
N 0.77827 -1.53917 -0.71064 -0.379
N 0.54214 0.83327 -0.84517 -0.382
N 1.32726 -1.03156 -1.71906 -0.107
N 1.23500 0.24835 -1.89833 -0.281
H -1.61296 0.74989 0.71017 0.206
H -1.25735 -0.53644 1.69033 0.209
H -0.33629 1.04260 1.66404 0.210

The winner here is <A>, beating the second structure by 49.7 kJ/mol.

<A>
7
Properties=species:S:1:pos:R:3:nbo_charge:R:1 method="wB97M-V/def2-TZVPD" e_homo_ev="-10.3 / -8.6" charge=0
C 1.23313 0.10083 -0.19954 0.807
C -1.82220 0.15741 0.15284 -0.249
O 1.52474 -1.04410 -0.28701 -0.494
F 2.06383 1.14948 -0.27305 -0.315
Cl -1.81380 -0.83637 -1.31993 0.045
Cl -2.25207 -0.81045 1.48394 0.075
Cl -2.07905 1.79429 0.30096 0.131

<B>
7
Properties=species:S:1:pos:R:3:nbo_charge:R:1 method="wB97M-V/def2-TZVPD" e_homo_ev="-9.9 / -9.4" charge=0
C 1.56739 -0.04781 -0.10501 0.860
C -1.07449 0.09987 -0.09270 -0.233
O 2.40499 0.31122 -0.84665 -0.499
F 1.71818 -0.59029 1.05540 -0.297
Cl -1.46684 1.61412 -0.64760 0.128
Cl -1.61578 -1.32066 -1.03812 0.042
Cl -1.53345 -0.06645 1.67468 -0.001

The winner here is <B>, beating the second structure by 23.3 kJ/mol.

<A>
11
Properties=species:S:1:pos:R:3:nbo_charge:R:1 method="wB97M-V/def2-TZVPD" e_homo_ev=-9.9 charge=0
C 0.62301 -0.40451 -0.15610 -0.243
C 0.54244 1.10826 -0.25596 -0.481
C -1.71279 -0.20016 0.59014 0.413
N -0.70823 -0.92067 0.06165 -0.627
F -2.54732 -1.15196 1.05668 -0.369
Br 2.11944 2.07075 -0.89021 -0.006
H 0.90804 -0.89475 -1.07122 0.214
H 1.36250 -0.70449 0.77497 0.205
H 0.43429 1.69044 0.74984 0.252
H -0.39141 1.34510 -0.93239 0.248
H -0.62997 -1.93801 0.07258 0.396

<B>
11
Properties=species:S:1:pos:R:3:nbo_charge:R:1 method="wB97M-V/def2-TZVPD" e_homo_ev="-10.5 / -9.9" charge=0
C -0.31598 1.68342 0.78751 -0.375
C 0.22801 0.72552 0.09941 -0.213
C -0.05462 -0.74376 0.26908 -0.375
N -0.59775 -1.64393 -0.65988 0.125
F -1.32772 -1.08054 -1.62087 -0.203
Br 2.02754 -2.11366 -1.97492 -0.080
H 0.03981 2.70740 0.62908 0.206
H -1.10866 1.61822 1.53959 0.206
H 0.82665 0.81841 -0.87106 0.221
H -0.72987 -0.85670 1.32288 0.224
H 1.01258 -1.11439 0.47917 0.262

The winner here is <A>, beating the second structure by 334.0 kJ/mol.